Record 1
DFT (ωB97M-V with the def2-TZVPD basis set) results for C17H42ClCoIOP3 as an isolated structure at a distorted geometry.

The geometry in XYZ format:
```
66
Properties=species:S:1:pos:R:3:nbo_charge:R:1
C -0.07 1.27 -2.73 -0.718
C -0.46 1.34 -1.27 0.473
H 0.34 2.14 -3.18 0.281
H -1.01 0.99 -3.22 0.267
H 0.58 0.44 -2.87 0.227
O -1.29 2.05 -0.75 -0.488
I 0.07 -0.33 -0.09 0.271
Co 0.03 -3.25 -3.18 1.231
P 2.20 -2.01 -2.63 0.726
C 3.21 -0.69 -1.80 -0.916
C 2.59 -3.48 -1.63 -0.941
H 3.66 -3.73 -1.69 0.265
H 3.98 -2.78 -4.12 0.258
H 1.97 -4.32 -2.00 0.223
H 2.33 -3.12 -4.75 0.268
H 3.18 -0.77 -0.71 0.249
H 2.34 -3.28 -0.58 0.245
C 2.96 -2.39 -4.23 -0.958
H 4.27 -0.70 -2.10 0.271
H 2.98 -1.47 -4.85 0.262
H 2.79 0.29 -2.06 0.238
P -2.25 -2.04 -2.74 0.723
C -3.37 -0.79 -1.98 -0.930
C -2.95 -2.50 -4.35 -0.953
H -1.92 -4.33 -2.05 0.216
H -3.65 -3.83 -1.80 0.264
H -2.38 -3.26 -0.66 0.244
C -2.60 -3.52 -1.70 -0.930
H -2.27 -3.24 -4.82 0.265
H -3.96 -2.94 -4.26 0.257
H -4.37 -0.74 -2.44 0.276
H -2.93 0.22 -2.05 0.237
H -2.99 -1.61 -5.00 0.260
H -3.52 -0.97 -0.90 0.256
Cl 0.05 -4.51 -4.86 -0.619
C 0.19 3.96 0.67 -0.600
C 0.54 3.26 1.98 -0.560
C -0.13 4.02 3.13 -0.613
P 0.32 1.43 2.01 1.206
C 1.74 0.70 2.96 -0.541
C 2.15 1.60 4.14 -0.616
C 1.58 -0.75 3.41 -0.614
C -1.27 0.91 2.93 -0.502
C -1.34 1.44 4.39 -0.637
C -2.50 1.32 2.10 -0.625
H -0.87 3.83 0.41 0.231
H 0.81 3.58 -0.15 0.198
H 0.36 5.03 0.77 0.242
H 1.63 3.35 2.10 0.244
H -1.22 3.91 3.06 0.215
H 0.26 3.73 4.12 0.227
H 0.07 5.09 3.00 0.247
H 2.54 0.69 2.20 0.231
H 1.34 1.66 4.87 0.221
H 3.04 1.17 4.62 0.246
H 2.42 2.62 3.83 0.221
H 1.46 -1.44 2.57 0.203
H 2.49 -1.06 3.97 0.250
H 0.72 -0.90 4.07 0.222
H -1.21 -0.20 2.93 0.234
H -1.28 2.52 4.42 0.232
H -2.34 1.21 4.79 0.245
H -0.59 0.97 5.05 0.222
H -2.37 1.03 1.05 0.209
H -3.36 0.76 2.50 0.237
H -2.71 2.40 2.16 0.225
```

Total charge: +2
Lowest unoccupied orbital energy (alpha / beta): -6.076 / -7.530 eV
Spin multiplicity: 5

Record 2
DFT (ωB97M-V with the def2-TZVPD basis set) results for a 7-piece molecular cluster, C17H42F12N5O6P2 overall at a distorted geometry.

The geometry in XYZ format:
```
84
Properties=species:S:1:pos:R:3:mulliken_charge:R:1
N 2.25 1.47 -0.75 0.395
H 2.65 0.52 -0.83 0.136
H 2.89 2.29 -0.89 0.630
H 1.70 1.57 0.12 0.087
H 1.47 1.56 -1.43 0.164
N 3.84 4.85 -0.52 0.866
O 3.52 5.86 -1.18 -0.614
O 3.73 3.71 -1.09 -0.673
O 4.26 4.92 0.64 -0.627
N 4.78 -1.13 -1.97 0.785
O 3.71 -0.87 -1.29 -0.684
O 5.33 -2.26 -1.86 -0.652
O 5.24 -0.25 -2.72 -0.631
C -0.11 -2.23 -1.14 -0.748
C 0.01 -3.68 -0.65 -0.417
C 0.50 -3.75 0.82 -1.030
C 1.81 -3.07 1.18 -0.028
N 3.05 -3.92 1.20 0.478
C 3.33 -4.69 -0.08 -0.277
C 4.21 -5.84 0.29 -0.803
C 3.84 -6.22 1.74 -0.513
C 2.97 -5.05 2.20 -0.730
C 4.26 -3.09 1.58 -0.754
H 0.82 -1.65 -1.17 0.092
H -0.64 -1.60 -0.41 -0.017
H -0.60 -2.20 -2.10 0.496
H 0.68 -4.14 -1.36 0.272
H -1.00 -4.08 -0.56 0.362
H 0.50 -4.82 1.02 0.325
H -0.22 -3.31 1.51 0.484
H 1.68 -2.56 2.14 0.265
H 2.10 -2.28 0.48 0.086
H 3.70 -4.05 -0.87 0.299
H 2.37 -5.03 -0.49 0.187
H 5.28 -5.66 0.20 0.330
H 4.06 -6.71 -0.34 0.419
H 4.71 -6.32 2.38 0.275
H 3.35 -7.19 1.76 0.350
H 3.25 -4.79 3.22 0.453
H 1.93 -5.38 2.13 0.260
H 4.10 -2.90 2.65 0.381
H 4.30 -2.17 1.00 0.091
H 5.14 -3.71 1.46 0.391
C -6.73 3.24 -2.59 -1.487
C -6.22 3.45 -1.16 -0.326
C -4.71 3.49 -1.09 -0.567
N -4.13 3.13 0.26 0.511
C -4.82 3.88 1.36 -0.979
C -2.70 3.57 0.14 -0.426
C -1.85 2.61 0.99 0.585
C -2.74 1.41 1.29 -0.120
C -4.04 1.65 0.51 -0.850
H -7.78 3.52 -2.72 0.400
H -6.72 2.21 -2.95 0.379
H -6.14 3.82 -3.31 0.361
H -6.65 2.61 -0.59 0.236
H -6.67 4.38 -0.83 0.355
H -4.37 4.46 -1.44 0.588
H -4.32 2.74 -1.78 0.203
H -4.22 3.92 2.27 0.350
H -5.76 3.34 1.43 0.392
H -4.93 4.91 1.03 0.332
H -2.50 4.62 0.36 0.372
H -2.39 3.30 -0.86 -0.228
H -1.47 3.13 1.88 0.356
H -0.93 2.32 0.49 -0.499
H -2.97 1.19 2.34 0.326
H -2.07 0.58 1.03 -0.015
H -4.93 1.19 0.93 0.511
H -3.77 1.27 -0.48 0.269
P 1.01 0.53 2.78 1.534
F 0.82 -0.90 3.56 -0.440
F 2.59 0.37 2.91 -0.377
F 1.10 -0.35 1.38 -0.606
F 1.17 1.85 1.85 -0.508
F -0.64 0.62 2.64 -0.375
F 0.90 1.36 4.12 -0.341
P -0.78 2.35 -3.11 1.357
F 0.28 3.43 -3.72 -0.382
F -0.38 2.90 -1.65 -0.441
F -2.01 3.38 -3.15 -0.398
F -1.68 1.14 -2.52 -0.364
F -1.12 1.91 -4.62 -0.374
F 0.51 1.31 -2.97 -0.476
```

Total charge: -1
Lowest unoccupied orbital energy: 1.428 eV
Spin multiplicity: 1
Energy relative to the best compared isomer or geometry (same formula, charge and spin): 0.0 kJ/mol

Record 3
DFT (ωB97M-V with the def2-TZVPD basis set) results for C17H42NO7S4V as an isolated structure at a distorted geometry.

The geometry in XYZ format:
```
72
Properties=species:S:1:pos:R:3:mulliken_spin:R:1
O 0.92 0.11 -1.30 0.015
V -0.54 -0.24 -0.61 0.001
O -1.38 1.08 -0.71 -0.003
C -1.78 -0.02 4.27 0.013
C -1.00 1.23 3.59 0.006
C -0.32 2.03 4.80 0.014
C 0.64 3.12 4.32 -0.009
C 1.65 2.47 3.38 0.022
C 1.08 1.72 2.11 -0.046
N 0.02 0.76 2.66 0.577
O -0.44 -0.31 1.73 0.320
C 2.38 1.10 1.48 0.015
C 0.44 2.78 1.11 0.040
C -2.12 2.11 2.97 0.049
H -2.44 -0.57 3.60 0.004
H -2.32 0.42 5.11 0.000
H -1.05 -0.79 4.49 0.001
H 0.10 1.33 5.52 -0.003
H -1.07 2.52 5.41 -0.001
H 1.29 3.49 5.12 0.000
H 0.20 3.90 3.71 0.001
H 2.37 1.80 3.85 -0.010
H 2.22 3.28 2.93 0.001
H 3.03 1.88 1.08 0.000
H 2.15 0.32 0.75 -0.004
H 3.01 0.64 2.24 0.000
H 1.09 3.04 0.27 -0.002
H 0.38 3.74 1.62 -0.001
H -0.58 2.56 0.80 0.005
H -2.85 2.39 3.73 0.003
H -2.61 1.62 2.12 0.000
H -1.64 2.99 2.55 -0.003
C 2.21 1.15 -4.14 0.000
S 3.44 2.29 -3.30 0.000
O 4.88 1.96 -3.69 0.000
C 2.71 3.83 -4.09 0.000
H 2.55 0.12 -4.03 0.000
H 2.22 1.38 -5.21 0.000
H 1.23 1.28 -3.68 0.000
H 2.59 4.72 -3.48 0.000
H 1.67 3.69 -4.40 0.000
H 3.41 4.06 -4.89 0.000
C 2.97 -2.23 0.32 0.001
S 1.35 -3.18 0.25 0.000
O 0.23 -2.29 -0.38 0.001
C 1.73 -4.52 -0.97 0.000
H 3.18 -1.74 -0.64 0.000
H 3.71 -2.99 0.54 0.000
H 2.98 -1.46 1.09 -0.001
H 1.79 -4.13 -1.98 0.000
H 0.91 -5.24 -0.88 0.000
H 2.65 -5.05 -0.70 0.000
C -4.54 -2.17 -1.41 0.000
S -3.48 -2.26 0.12 0.000
O -2.26 -1.39 -0.29 -0.002
C -4.55 -1.29 1.28 0.000
H -4.14 -2.76 -2.23 0.000
H -4.72 -1.13 -1.69 0.000
H -5.51 -2.61 -1.15 0.000
H -4.91 -0.40 0.77 0.000
H -4.10 -1.07 2.25 0.000
H -5.48 -1.85 1.35 0.000
C -1.40 -3.59 -3.23 0.000
S -1.20 -1.82 -3.88 0.000
O -0.66 -1.01 -2.72 -0.003
C 0.27 -2.23 -4.91 0.000
H -2.38 -3.81 -2.82 0.000
H -0.69 -3.73 -2.42 0.000
H -1.21 -4.21 -4.11 0.000
H 1.09 -2.60 -4.30 0.000
H 0.62 -1.30 -5.37 0.000
H 0.03 -2.93 -5.71 0.000
```

Total charge: +1
Lowest unoccupied orbital energy (alpha / beta): -2.411 / -3.971 eV
Spin multiplicity: 2
Energy relative to the best compared isomer or geometry (same formula, charge and spin): 0.0 kJ/mol